A molecular structure, F6Li3N3O12S6 at a distorted geometry. Source: OMol25; level of theory: ωB97M-V/def2-TZVPD.

Results
* lowest unoccupied orbital energy: -1.39 eV
* orbital gap: 10.5311 eV
* E: -4078.1419 a.u.

Element x y z (Å)
1 Li 0.19 -0.20 -0.01
2 N -0.65 -1.81 0.55
3 O 0.52 -3.74 1.80
4 O -0.62 -2.07 3.22
5 O 3.74 0.38 1.54
6 F 0.01 2.62 1.82
7 F 3.10 0.01 -0.72
8 Li 0.63 2.26 -0.95
9 O -2.65 -3.04 1.73
10 O 3.90 2.17 -0.24
11 S 3.20 1.13 0.44
12 S -2.19 1.37 -1.96
13 O 1.42 1.15 3.08
14 F 1.27 -1.41 1.91
15 O -2.87 -0.70 1.07
16 S -2.16 -1.94 0.97
17 F 1.14 0.00 -2.67
18 O 2.29 3.23 2.07
19 Li -0.26 -2.86 -0.97
20 O -0.68 -1.47 -2.61
21 O -0.68 0.46 -4.15
22 N 1.51 1.36 0.55
23 O -3.15 0.31 -2.06
24 N -0.78 0.96 -1.48
25 F -2.59 2.12 -0.61
26 O -2.19 2.47 -2.90
27 S -0.44 -0.05 -2.83
28 S 0.03 -2.41 2.00
29 S 1.52 2.03 1.96
30 F -2.56 -2.35 -0.57